2 unconnected molecules or ions with the total composition C5H6N2 in a non-equilibrium geometry. Source: OMol25; level of theory: wB97M-V/def2-TZVPD.

Cartesian coordinates (Å):
1 N 2.3828 0.4605 1.4695
2 C 1.5832 -0.0216 0.7998
3 C 1.0960 0.2895 -0.5066
4 C -0.2078 -0.5027 -1.0629
5 C -1.0990 -0.8036 0.0110
6 C -1.0885 0.6456 0.4167
7 N -0.1649 0.9613 -0.7376
8 H 1.8279 0.5022 -1.2803
9 H -0.0912 -0.9449 -2.0437
10 H -1.9270 -1.4819 -0.0128
11 H 0.4170 -1.1924 1.2914
12 H -2.0337 1.1667 0.2579
13 H -0.6949 0.9216 1.3975

* Kohn-Sham gap (alpha / beta): 7.66 / 7.38 eV
* multiplicity: 1
* charge: 0
* highest occupied orbital energy (alpha / beta): -8.4 / -8.2 eV
* relative energy (zero: lowest compared OMol25 entry of this formula, charge and spin): 160.9 kcal per mole


A molecular structure, C13H23N2NiO2S2 in a non-equilibrium geometry. Source: OMol25; level of theory: wB97M-V/def2-TZVPD.

Cartesian coordinates (Å):
1 Ni 7.5981 -7.8097 -7.8913
2 C 5.3172 -11.8842 -8.2946
3 C 5.8107 -10.4462 -8.0559
4 S 7.5809 -10.2000 -8.0322
5 C 4.9175 -9.4566 -7.8935
6 C 3.4120 -9.7350 -8.0406
7 S 5.3371 -7.7314 -7.5366
8 H 6.1493 -12.5945 -8.3601
9 H 4.7579 -11.9275 -9.2394
10 H 4.6249 -12.1857 -7.4960
11 H 3.2068 -10.1178 -9.0482
12 H 2.8299 -8.8300 -7.8622
13 H 3.0800 -10.4993 -7.3196
14 N 9.5216 -8.5885 -11.2291
15 C 8.8655 -7.8218 -10.2947
16 O 7.6586 -7.9812 -10.1405
17 C 9.6566 -6.8584 -9.4565
18 C 8.6911 -6.1807 -8.4568
19 H 9.0789 -9.4753 -11.4371
20 H 10.5242 -8.5872 -11.2128
21 H 10.2085 -6.1656 -10.1055
22 H 10.4143 -7.4449 -8.9071
23 H 8.0437 -5.4742 -8.9669
24 H 9.2473 -5.6544 -7.6741
25 O 8.4970 -7.9225 -5.9453
26 C 8.0761 -8.1014 -4.8305
27 C 7.0987 -7.1795 -4.1588
28 C 6.0176 -7.9946 -3.4526
29 C 5.5285 -9.2139 -4.2717
30 C 6.3432 -10.5113 -4.1162
31 C 7.7872 -10.4433 -4.6410
32 N 8.4491 -9.2448 -4.1015
33 H 6.6490 -6.5826 -4.9445
34 H 7.6068 -6.5112 -3.4546
35 H 5.1695 -7.3385 -3.2464
36 H 6.3648 -8.3162 -2.4592
37 H 5.4868 -8.9347 -5.3315
38 H 4.4990 -9.4135 -3.9812
39 H 5.8007 -11.3137 -4.6330
40 H 6.3666 -10.7908 -3.0388
41 H 7.8273 -10.4011 -5.7240
42 H 8.3406 -11.3241 -4.3096
43 H 8.1685 -9.1463 -3.1262

* Kohn-Sham gap (alpha / beta): 5.84 / 5.81 eV
* multiplicity: 3
* charge: -1
* highest occupied orbital energy (alpha / beta): -2.7 / -2.7 eV
* <S²>: 2.008


8 unconnected molecules or ions with the total composition C24H48O24 in a non-equilibrium geometry. Source: OMol25; level of theory: wB97M-V/def2-TZVPD.

Cartesian coordinates (Å):
1 C 3.1233 0.3128 -1.5965
2 O 3.9283 -0.6331 -0.8487
3 C 5.1041 -0.2898 -0.3311
4 O 5.5659 0.7976 -0.2845
5 O 5.6585 -1.3568 0.2312
6 C 6.9919 -1.2182 0.7398
7 H 2.4191 -0.3263 -2.1292
8 H 3.6798 0.9084 -2.3202
9 H 2.6648 1.0916 -0.9872
10 H 6.9537 -0.4312 1.4931
11 H 7.7177 -0.9938 -0.0418
12 H 7.2107 -2.1481 1.2647
13 C 0.7192 3.9509 -1.0062
14 O 1.7098 4.9150 -0.7952
15 C 2.9323 4.9420 -1.3873
16 O 3.4911 4.0921 -2.0436
17 O 3.4615 6.1362 -0.9945
18 C 4.6847 6.5968 -1.4684
19 H 1.0035 2.9590 -0.6548
20 H 0.3470 3.9964 -2.0297
21 H -0.2145 4.2566 -0.5342
22 H 5.4279 6.7670 -0.6895
23 H 4.5803 7.5105 -2.0535
24 H 5.2252 5.8756 -2.0815
25 C -5.8721 0.6141 -3.4631
26 O -6.5760 0.0509 -2.3713
27 C -6.5940 0.6773 -1.1215
28 O -5.9445 1.6827 -0.7801
29 O -7.4194 -0.0523 -0.2871
30 C -7.5417 0.4795 0.9975
31 H -4.8864 0.8235 -3.0477
32 H -6.3609 1.5601 -3.6960
33 H -5.7517 -0.0541 -4.3158
34 H -6.7017 0.3276 1.6752
35 H -8.2521 -0.1332 1.5525
36 H -7.9787 1.4755 1.0704
37 C 2.6537 -2.8587 1.3050
38 O 2.6464 -1.6681 2.0778
39 C 3.3260 -1.6378 3.2261
40 O 4.1229 -2.5303 3.6559
41 O 2.9574 -0.5729 3.8066
42 C 3.3288 -0.3003 5.1341
43 H 1.8669 -2.8708 0.5507
44 H 2.5032 -3.7373 1.9322
45 H 3.6757 -2.9904 0.9497
46 H 2.9242 0.6522 5.4764
47 H 4.4066 -0.3090 5.2966
48 H 2.8042 -1.0342 5.7459
49 C -2.3254 -2.0001 3.7699
50 O -1.3085 -2.8782 3.2957
51 C -0.3441 -3.4268 4.1403
52 O 0.6616 -4.0039 3.8089
53 O -0.7694 -3.3058 5.4619
54 C 0.0220 -3.6535 6.5322
55 H -2.6505 -2.2301 4.7845
56 H -3.1461 -2.2166 3.0860
57 H -1.9654 -0.9823 3.6195
58 H 0.5721 -2.7664 6.8460
59 H 0.5818 -4.5110 6.1588
60 H -0.6269 -3.7941 7.3966
61 C -1.2939 -3.9998 -0.2375
62 O -1.2979 -3.6036 -1.6229
63 C -2.2937 -2.8658 -2.2571
64 O -3.2401 -2.2717 -1.6676
65 O -1.9927 -2.8574 -3.5271
66 C -2.9470 -2.3078 -4.4940
67 H -1.5981 -5.0324 -0.0665
68 H -2.0490 -3.4118 0.2842
69 H -0.4057 -3.6449 0.2854
70 H -2.5551 -2.2137 -5.5068
71 H -3.3529 -1.3721 -4.1096
72 H -3.8379 -2.9339 -4.5415
73 C -1.7122 1.3175 -2.9704
74 O -0.3211 1.3419 -3.0746
75 C 0.2657 2.0884 -4.0680
76 O -0.4369 2.6505 -4.9487
77 O 1.6039 1.9098 -4.0078
78 C 2.4276 2.5208 -4.9552
79 H -2.1946 1.1656 -3.9359
80 H -2.1367 2.2490 -2.5960
81 H -1.9115 0.5048 -2.2719
82 H 2.1101 2.2446 -5.9606
83 H 3.4563 2.2029 -4.7852
84 H 2.5149 3.6070 -4.9276
85 C -3.6711 -0.2948 0.5197
86 O -2.3858 -0.5540 1.1273
87 C -1.3341 0.1877 0.7446
88 O -1.4203 1.2167 0.0023
89 O -0.2880 -0.2145 1.4061
90 C 0.7315 0.6802 1.7513
91 H -3.6793 0.1498 -0.4755
92 H -4.2107 0.3915 1.1723
93 H -4.2337 -1.2282 0.5368
94 H 1.5568 0.6505 1.0399
95 H 1.1404 0.4353 2.7316
96 H 0.5698 1.7561 1.6846

* Kohn-Sham gap: 10.89 eV
* multiplicity: 1
* charge: 0
* highest occupied orbital energy: -10.4 eV
* SMILES string: COC(=O)OC.COC(=O)OC.COC(=O)OC.COC(=O)OC.COC(=O)OC.COC(=O)OC.COC(=O)OC.COC(=O)OC
* relative energy (zero: lowest compared OMol25 entry of this formula, charge and spin): 95.4 kcal per mole


15 unconnected molecules or ions with the total composition C31H92N14O15 in a non-equilibrium geometry. Source: OMol25; level of theory: wB97M-V/def2-TZVPD.

Cartesian coordinates (Å):
1 C -0.4474 1.1448 6.7510
2 C 0.2542 1.9974 5.6802
3 C -0.7943 2.5029 4.7067
4 O 1.0496 2.9998 6.2696
5 H 0.2836 0.6326 7.3780
6 H -1.1537 0.3787 6.4388
7 H -0.9714 1.9047 7.3379
8 H 0.8923 1.3438 5.0792
9 H -0.3155 3.3348 4.1918
10 H -1.6506 2.7717 5.3311
11 H -1.1281 1.6673 4.0954
12 H 1.9118 2.7154 6.5764
13 C -2.7506 -5.5502 -0.0561
14 C -2.6624 -4.0891 0.3802
15 C -4.0722 -3.5308 0.4780
16 O -2.0472 -3.9487 1.6450
17 H -3.2349 -6.1441 0.7205
18 H -1.7779 -5.9313 -0.3625
19 H -3.4061 -5.6858 -0.9185
20 H -2.1861 -3.4923 -0.4058
21 H -4.1127 -2.4486 0.6257
22 H -4.5177 -3.9195 1.4034
23 H -4.8006 -3.7825 -0.2914
24 H -2.4301 -3.2232 2.1527
25 C -1.7314 2.1840 -5.0928
26 C -1.6386 3.5033 -4.3423
27 C -1.1085 3.2902 -2.9390
28 O -0.7475 4.3240 -5.1741
29 H -2.7401 1.7678 -5.0546
30 H -1.0258 1.3941 -4.8230
31 H -1.4850 2.3018 -6.1505
32 H -2.5247 4.1400 -4.3727
33 H -1.4262 4.1273 -2.3144
34 H -0.0650 3.0342 -2.7688
35 H -1.6029 2.3775 -2.5911
36 H -0.7197 5.1454 -4.6642
37 C 0.0390 -1.5120 0.2551
38 C 0.5787 -0.0592 0.1716
39 C 0.2681 0.5903 -1.1593
40 O 0.0659 0.7449 1.2004
41 H -1.0101 -1.4542 -0.0488
42 H 0.1134 -2.0242 1.2106
43 H 0.6280 -2.0690 -0.4762
44 H 1.6640 -0.1495 0.2850
45 H -0.8177 0.6452 -1.2905
46 H 0.6527 0.1544 -2.0830
47 H 0.6476 1.6136 -1.1676
48 H -0.7673 0.3430 1.5067
49 C 0.0831 -2.3168 -3.7106
50 C -0.3764 -3.3711 -4.6864
51 C -1.3806 -2.8780 -5.7603
52 O 0.7751 -3.8364 -5.3980
53 H -0.7634 -1.8125 -3.2401
54 H 0.5959 -1.5465 -4.2970
55 H 0.8144 -2.5789 -2.9472
56 H -0.7899 -4.2924 -4.2602
57 H -1.8629 -3.7341 -6.2270
58 H -0.9649 -2.1701 -6.4782
59 H -2.1454 -2.2414 -5.2981
60 H 0.5286 -4.5899 -5.9397
61 C 2.6218 -2.8217 5.2393
62 C 2.4164 -1.3828 4.7876
63 C 1.3565 -1.3409 3.7191
64 O 2.0701 -0.6045 5.9592
65 H 1.7306 -3.1766 5.7598
66 H 3.4552 -3.0234 5.9173
67 H 2.9106 -3.4392 4.3854
68 H 3.3743 -0.9461 4.4961
69 H 0.4676 -1.8802 4.0584
70 H 1.7074 -1.8249 2.8083
71 H 1.0248 -0.3231 3.5089
72 H 2.1769 0.3229 5.7333
73 C -3.7570 0.1053 -0.4975
74 C -5.2312 0.3103 -0.1200
75 C -6.3091 -0.4667 -0.8772
76 O -5.3670 0.0683 1.2875
77 H -3.5474 -0.0007 -1.5634
78 H -3.3084 -0.7335 0.0324
79 H -3.2172 1.0196 -0.2442
80 H -5.3913 1.3904 -0.1950
81 H -6.0195 -1.5177 -0.9819
82 H -6.5750 -0.2040 -1.9008
83 H -7.2260 -0.4747 -0.2844
84 H -6.2696 0.1996 1.5938
85 C 3.6469 0.6906 -5.3697
86 C 2.7628 1.9550 -5.2401
87 C 1.7703 2.0288 -6.4062
88 O 2.0718 1.8759 -4.0067
89 H 4.3981 0.7878 -4.5873
90 H 4.1982 0.6548 -6.3108
91 H 3.0184 -0.1930 -5.2838
92 H 3.3936 2.8423 -5.2217
93 H 1.2255 1.1729 -6.8052
94 H 2.2738 2.5711 -7.2097
95 H 0.9713 2.7048 -6.0820
96 H 1.3629 1.2292 -4.0612
97 C 4.3860 1.3923 -0.8086
98 O 3.4681 0.6460 -1.1749
99 N 4.5388 1.8510 0.4508
100 N 5.4896 1.5682 -1.5960
101 H 3.8633 1.6479 1.1590
102 H 5.3628 2.4021 0.5782
103 H 5.2753 1.2733 -2.5404
104 H 6.2571 2.1810 -1.4108
105 C -2.8516 -0.8813 3.8466
106 O -2.0609 -0.4246 3.0040
107 N -4.1912 -0.8402 3.6194
108 N -2.4508 -1.4179 5.0086
109 H -4.7803 -1.3259 4.2689
110 H -4.4132 -0.6118 2.6502
111 H -3.1702 -1.7772 5.6104
112 H -1.4935 -1.6097 5.2449
113 C 2.7881 2.8514 3.2125
114 O 3.4573 1.9392 3.6867
115 N 2.6640 4.0818 3.7950
116 N 2.1289 2.7937 2.0137
117 H 3.1633 4.2169 4.6549
118 H 1.9452 4.6928 3.4669
119 H 1.6315 3.6026 1.6958
120 H 1.8580 1.9068 1.6156
121 C -2.7998 3.4241 1.5968
122 O -3.5679 4.2396 1.0644
123 N -1.4701 3.4749 1.5196
124 N -3.2307 2.3069 2.1975
125 H -0.9348 2.7057 1.8872
126 H -0.9264 4.2275 1.1483
127 H -2.5698 1.6921 2.6445
128 H -4.1978 2.0550 2.1201
129 C 4.6346 -2.5898 -2.8016
130 O 5.1656 -1.7440 -3.5319
131 N 4.9715 -3.8988 -2.8980
132 N 3.7272 -2.2759 -1.8437
133 H 4.5459 -4.5246 -2.2376
134 H 5.7280 -4.2268 -3.4629
135 H 3.6765 -1.3594 -1.4264
136 H 3.2482 -3.0644 -1.4463
137 C 1.0072 -5.3125 2.4044
138 O 2.1215 -5.8353 2.4099
139 N 0.4836 -4.8736 1.2108
140 N 0.1983 -5.0072 3.4570
141 H -0.3006 -4.2289 1.2420
142 H 1.0716 -4.9965 0.4082
143 H 0.4907 -5.3018 4.3718
144 H -0.7541 -4.8160 3.2056
145 C 1.7269 5.7539 -1.9486
146 O 1.3937 6.9321 -1.8091
147 N 1.4594 4.8506 -0.9468
148 N 2.0349 5.1095 -3.0831
149 H 1.5614 3.8954 -1.2459
150 H 0.6565 5.1263 -0.4087
151 H 1.9847 4.1067 -3.0942
152 H 2.1189 5.7283 -3.8730

* Kohn-Sham gap: 9.19 eV
* multiplicity: 1
* charge: 0
* highest occupied orbital energy: -9.3 eV
* relative energy (zero: lowest compared OMol25 entry of this formula, charge and spin): 64.7 kcal per mole


2 unconnected molecules or ions with the total composition C14H27N2O4Si in a non-equilibrium geometry. Source: OMol25; level of theory: wB97M-V/def2-TZVPD.

Cartesian coordinates (Å):
1 C -1.1963 1.9877 -0.8521
2 C -1.9896 0.6575 -1.1927
3 N -1.1094 -0.3869 -1.7840
4 C 0.0018 -0.3089 -2.6155
5 C 0.4473 -1.6960 -2.8241
6 N -0.4515 -2.4602 -2.0595
7 C -0.4242 -3.9467 -1.8840
8 C -0.5454 -4.2328 -0.3160
9 O 0.3042 -3.3802 0.4443
10 Si 0.5485 -3.9356 2.0577
11 C 1.2051 -2.5243 3.1846
12 C -1.0446 -4.5638 2.8970
13 C 1.9330 -5.2613 1.9728
14 C -1.4129 -1.6813 -1.4423
15 H -1.1536 2.1039 0.2688
16 H -1.7188 2.8706 -1.3070
17 H -0.1436 1.9959 -1.2342
18 H -2.3466 0.2466 -0.2026
19 H -2.9227 0.8264 -1.7959
20 H 0.4445 0.6297 -3.0103
21 H 1.3002 -2.0504 -3.4427
22 H 0.6204 -4.2779 -2.1581
23 H -1.2181 -4.4629 -2.4774
24 H -1.6291 -4.0391 -0.0581
25 H -0.2954 -5.3184 -0.1239
26 H 0.4908 -1.6587 3.2083
27 H 2.2512 -2.2404 2.9010
28 H 1.2486 -2.9253 4.2407
29 H -1.3603 -5.5783 2.5387
30 H -0.8373 -4.6444 4.0080
31 H -1.8899 -3.8157 2.8147
32 H 2.6026 -4.9399 1.1192
33 H 2.4717 -5.2627 2.9532
34 H 1.4366 -6.2345 1.7168
35 H -2.2361 -1.9943 -0.7700
36 C -0.2043 7.4814 -1.2617
37 C 0.5048 6.7701 -0.1319
38 C 1.7946 6.1105 -0.5287
39 O 1.9090 5.0723 0.4463
40 C 0.6425 4.7505 0.8232
41 O 0.3544 3.8015 1.4862
42 O -0.2566 5.6510 0.3378
43 H -1.2425 7.6860 -0.9946
44 H 0.2913 8.4241 -1.4983
45 H -0.2259 6.8674 -2.1654
46 H 0.6440 7.4542 0.7113
47 H 2.6481 6.7856 -0.4800
48 H 1.7598 5.6475 -1.5194

* Kohn-Sham gap: 9.75 eV
* multiplicity: 1
* charge: +1
* highest occupied orbital energy: -12.5 eV